86
Properties=species:S:1:pos:R:3 method="wB97M-V/def2-TZVPD" multiplicity=4 orbital_gap_ha="0.23888 / 0.13724" total_charge=+3
C -1.826 -1.954 -1.607
C 0.381 -2.203 -2.381
C -2.248 -2.991 -2.402
C -0.071 -3.099 -3.379
C -1.383 -3.555 -3.345
H -3.293 -3.306 -2.323
H 0.663 -3.447 -4.082
H -1.715 -4.358 -3.990
N -0.544 -1.586 -1.559
P -2.372 0.367 0.011
P 2.323 -1.027 -0.719
C -2.815 -1.286 -0.663
H -3.772 -1.151 -1.190
H -2.982 -1.954 0.197
C 0.327 1.539 0.863
O 0.467 2.416 1.629
C 1.747 -1.850 -2.258
H 2.410 -2.097 -3.108
C 3.659 0.350 -0.947
C 3.000 -2.741 -0.139
C -3.380 1.534 -1.175
C -3.303 0.366 1.699
C 3.201 1.738 -0.463
H 2.987 1.761 0.611
H 4.036 2.436 -0.639
H 2.329 2.115 -1.012
C 4.885 -0.014 -0.104
H 4.628 -0.038 0.963
H 5.332 -0.970 -0.400
H 5.643 0.771 -0.232
C 4.003 0.474 -2.438
H 4.588 1.394 -2.587
H 4.632 -0.347 -2.798
H 3.105 0.533 -3.067
C 3.668 -2.671 1.239
H 2.959 -2.364 2.017
H 4.015 -3.689 1.466
H 4.541 -2.018 1.271
C 1.811 -3.718 0.019
H 1.016 -3.267 0.630
H 1.385 -4.044 -0.935
H 2.161 -4.609 0.563
C 3.995 -3.234 -1.224
H 4.147 -2.539 -2.062
H 4.982 -3.430 -0.780
H 3.627 -4.177 -1.654
C -3.275 1.816 2.206
H -3.725 1.850 3.210
H -2.239 2.186 2.266
H -3.857 2.491 1.566
C -2.557 -0.538 2.691
H -2.439 -1.558 2.305
H -1.568 -0.144 2.948
H -3.149 -0.607 3.618
C -4.746 -0.168 1.629
H -5.168 -0.164 2.646
H -5.423 0.442 1.030
H -4.778 -1.198 1.255
C -3.104 1.120 -2.634
H -3.239 1.965 -3.325
H -2.081 0.785 -2.800
H -3.781 0.310 -2.931
C -2.872 2.958 -0.953
H -1.782 2.993 -1.057
H -3.323 3.607 -1.718
H -3.152 3.357 0.026
C -4.907 1.511 -0.979
H -5.314 0.496 -0.917
H -5.231 2.091 -0.109
H -5.383 1.983 -1.853
Tc 0.120 -0.001 -0.242
N 0.036 2.345 -2.085
C 0.326 2.868 -3.103
C 0.800 2.945 -4.436
C 0.797 4.117 -5.186
C 1.300 1.743 -4.973
C 0.926 4.010 -6.566
H 0.716 5.080 -4.668
C 1.473 1.622 -6.345
H 1.500 0.899 -4.315
C 1.196 2.743 -7.139
H 0.814 4.901 -7.186
H 1.778 0.673 -6.789
H 1.227 2.646 -8.214
O 0.696 -1.335 2.449
C 0.438 -0.899 1.384


18
Properties=species:S:1:pos:R:3 method="wB97M-V/def2-TZVPD" smiles="CC=[S@@](N)(=O)CC" orbital_gap_ha=0.31343 total_charge=0
C -1.445 -2.409 0.602
C -1.198 -1.269 -0.412
S 0.035 -0.205 0.157
N 0.257 1.042 1.522
O 1.208 -1.006 0.349
C 0.357 1.170 -1.057
C 1.713 1.777 -0.931
H -2.119 -1.971 1.365
H -2.012 -3.177 0.024
H -0.562 -2.887 0.996
H -1.960 -0.786 -1.013
H 0.689 0.440 2.243
H -0.824 1.102 1.741
H 0.189 0.551 -2.072
H -0.576 1.808 -0.883
H 1.702 2.683 -0.367
H 2.337 1.065 -0.390
H 2.211 2.071 -1.876


36
Properties=species:S:1:pos:R:3 method="wB97M-V/def2-TZVPD" smiles="CCP(C)C1=C(CC(N)(N)N)C(=O)C(S)=CC1=O" orbital_gap_ha=0.26901 total_charge=0
C -2.316 2.748 2.434
C -2.850 1.569 1.460
P -1.499 1.251 0.177
C -2.396 1.389 -1.515
C -0.882 -0.528 0.211
C 0.513 -0.812 0.168
C 1.628 0.311 0.138
C 2.462 0.405 -1.230
N 1.654 0.298 -2.464
N 3.050 1.794 -1.250
N 3.574 -0.578 -1.150
C 0.876 -2.374 0.158
O 1.783 -2.875 -0.521
C -0.020 -3.335 1.042
S 0.764 -4.772 1.864
C -1.399 -3.019 1.119
C -1.906 -1.746 0.289
O -3.022 -1.751 -0.258
H -1.187 2.662 2.491
H -2.531 3.742 1.901
H -2.832 2.759 3.441
H -3.735 2.026 0.886
H -3.217 0.653 2.017
H -2.421 2.459 -1.887
H -3.440 0.939 -1.391
H -1.804 0.693 -2.209
H 2.387 0.038 0.956
H 1.253 1.351 0.406
H 1.157 -0.599 -2.489
H 0.989 1.092 -2.449
H 3.817 1.872 -0.576
H 3.393 1.972 -2.204
H 3.654 -1.145 -2.004
H 4.466 -0.146 -0.904
H 2.128 -4.678 1.603
H -2.092 -3.665 1.740


| no. | maximum force (eV Å⁻¹) |
| --- | --- |
| 1 | 7.82 |
| 2 | 4.75 |
| 3 | 3.38 |